Entry from OMol25: C39H43BrGeN9RbS2 as an isolated structure (ωB97M-V/def2-TZVPD).

```
96
Properties=species:S:1:pos:R:3
Rb -0.979 -0.158 -2.046
C -3.578 -0.657 2.139
C -2.682 0.324 1.726
N -1.379 -0.020 1.431
C -1.018 -1.311 1.583
C -1.915 -2.179 2.253
N -3.214 -1.916 2.461
C 0.346 -1.865 1.222
C 1.171 -2.492 2.207
C 2.326 -3.174 1.835
C 2.515 -3.369 0.474
C 1.648 -2.717 -0.485
N 0.695 -1.853 -0.087
C 1.746 -3.050 -1.920
C 2.534 -4.114 -2.294
N 2.608 -4.459 -3.579
C 1.969 -3.723 -4.511
C 1.228 -2.584 -4.150
N 1.019 -2.351 -2.842
C 3.202 -3.710 2.876
C 4.020 -4.754 2.649
C 4.880 -5.170 3.675
N 4.849 -4.644 4.897
C 4.011 -3.659 5.174
C 3.228 -3.140 4.146
H -4.662 -0.415 2.226
H -3.054 1.276 1.389
H -1.621 -3.212 2.465
H 0.817 -2.488 3.258
H 3.279 -4.139 0.252
H 3.132 -4.659 -1.660
H 2.237 -3.968 -5.540
H 0.641 -2.035 -4.927
H 4.067 -5.311 1.726
H 5.666 -5.959 3.529
H 3.918 -3.327 6.220
H 2.644 -2.266 4.375
C -3.885 -3.396 -1.226
C -4.574 -2.290 -1.936
N -4.030 -1.131 -2.180
C -4.895 -0.364 -2.972
C -6.069 -0.982 -3.292
S -6.192 -2.582 -2.657
C -4.458 0.981 -3.365
C -5.073 1.668 -4.392
S -4.357 3.199 -4.631
C -3.439 2.946 -3.135
N -3.522 1.712 -2.667
C -2.685 4.032 -2.464
H -3.332 -2.985 -0.376
H -3.191 -3.891 -1.878
H -4.691 -4.018 -0.940
H -6.945 -0.512 -3.742
H -5.972 1.443 -4.978
H -2.986 4.017 -1.381
H -2.982 4.976 -2.874
H -1.568 3.996 -2.606
C -2.138 5.619 1.001
C -2.100 4.529 2.086
C -0.755 4.081 2.571
C -0.607 2.622 3.094
Ge -0.044 1.434 1.505
C 1.887 0.995 1.741
C 2.254 0.809 3.204
C 3.762 0.643 3.499
C 4.049 0.628 4.970
H -1.078 5.844 0.727
H -2.713 6.493 1.288
H -2.586 5.253 0.126
H -2.568 3.640 1.547
H -2.776 4.587 3.021
H -0.519 4.780 3.351
H -0.008 4.258 1.739
H -1.588 2.272 3.449
H 0.072 2.566 3.929
H -0.137 2.106 0.116
H 2.366 1.910 1.228
H 2.108 0.178 1.038
H 1.691 -0.025 3.681
H 1.906 1.764 3.661
H 4.318 1.475 3.079
H 4.132 -0.264 3.020
H 3.755 1.614 5.375
H 5.105 0.465 5.118
H 3.492 -0.135 5.578
Br 3.520 3.563 -6.760
C 2.325 2.809 -5.557
C 2.709 2.279 -4.335
C 1.749 1.986 -3.370
N 0.454 1.885 -3.696
C 0.112 2.155 -4.986
C 0.968 2.663 -5.937
H 3.792 2.193 -4.095
H 1.980 1.842 -2.279
H -0.946 1.979 -5.285
H 0.611 2.928 -6.901
```

Net charge = +2

Entry from OMol25: C39H43Cl2CrN9O5S2Si as an isolated structure (ωB97M-V/def2-TZVPD).

```
102
Properties=species:S:1:pos:R:3
Cr 14.116 11.327 12.677
Cl 14.719 15.691 17.923
C 14.748 14.259 16.990
C 14.264 14.334 15.713
C 14.274 13.232 14.877
N 14.027 13.173 13.491
C 13.621 14.187 12.719
O 13.427 15.355 13.045
C 13.261 13.744 11.330
C 12.718 14.708 10.454
C 12.370 14.311 9.196
C 12.516 12.976 8.800
C 13.033 12.133 9.785
N 13.361 12.485 11.016
C 14.773 12.029 15.325
C 15.244 11.920 16.658
C 15.220 13.019 17.503
Cl 15.885 12.928 19.106
N 14.801 10.905 14.512
C 15.766 9.976 14.663
O 16.934 10.268 15.006
C 15.368 8.560 14.575
C 15.914 7.687 13.635
C 15.456 6.371 13.558
C 14.508 5.944 14.454
C 14.146 6.812 15.470
N 14.466 8.111 15.483
H 14.048 15.305 15.308
H 12.715 15.745 10.694
H 11.929 15.046 8.505
H 12.303 12.664 7.767
H 13.085 11.084 9.487
H 15.609 10.959 17.043
H 16.591 8.091 12.850
H 15.840 5.752 12.804
H 14.043 4.987 14.387
H 13.471 6.540 16.293
C 11.335 8.104 8.571
C 10.453 9.063 9.384
C 9.162 8.355 9.810
C 10.130 10.237 8.537
O 11.264 9.331 10.543
Si 10.697 10.057 11.919
S 12.056 10.777 13.353
O 9.628 9.095 12.789
C 9.855 8.081 13.755
C 9.943 8.616 15.203
C 11.105 7.275 13.382
C 8.658 7.178 13.654
O 9.818 11.286 11.313
C 8.693 12.044 11.791
C 8.827 13.460 11.251
C 8.641 12.100 13.364
C 7.387 11.400 11.311
H 10.920 7.892 7.565
H 11.453 7.145 9.053
H 12.345 8.492 8.392
H 8.820 7.782 8.915
H 8.370 9.073 10.047
H 9.259 7.714 10.642
H 9.627 9.928 7.637
H 11.067 10.657 8.189
H 9.556 10.945 9.088
H 10.726 9.381 15.426
H 10.278 7.760 15.786
H 8.946 8.876 15.472
H 12.013 7.930 13.440
H 11.065 6.991 12.292
H 11.327 6.424 14.011
H 7.835 7.794 13.980
H 8.708 6.348 14.327
H 8.509 6.798 12.652
H 9.721 13.876 11.746
H 7.961 14.056 11.522
H 8.932 13.531 10.163
H 9.645 12.393 13.791
H 8.337 11.133 13.774
H 7.906 12.867 13.553
H 7.358 11.485 10.227
H 6.496 11.847 11.762
H 7.320 10.376 11.621
N 17.195 12.969 13.678
C 16.925 12.959 12.373
N 16.266 12.036 11.700
C 16.373 12.209 10.344
C 16.012 11.241 9.375
C 16.305 11.504 8.054
C 16.884 12.736 7.729
C 17.215 13.671 8.630
C 17.015 13.369 9.958
S 17.597 14.218 11.335
H 17.040 12.076 14.242
H 17.372 13.847 14.122
H 15.482 10.359 9.678
H 16.080 10.731 7.317
H 16.970 12.937 6.649
H 17.690 14.586 8.335
N 13.265 5.226 11.359
C 13.633 6.294 11.044
N 13.922 7.454 10.517
C 14.092 8.506 11.192
N 14.325 9.526 11.695
```

Spin multiplicity = 4
Net charge = -1

Entry from OMol25: C39H43N2O3PPd as an isolated structure (ωB97M-V/def2-TZVPD).

```
89
Properties=species:S:1:pos:R:3
Pd 0.297 -0.174 -0.898
C -0.780 2.116 3.106
C -2.214 2.378 2.782
C -2.978 3.238 3.550
C -4.300 3.509 3.226
C -4.842 2.952 2.080
C -4.089 2.090 1.305
C -2.787 1.746 1.664
P -1.684 0.672 0.662
C -2.916 0.084 -0.572
C -3.764 -1.004 -0.365
C -4.684 -1.383 -1.325
C -4.768 -0.684 -2.520
C -3.881 0.356 -2.762
C -2.954 0.748 -1.814
C -1.972 1.830 -2.090
C -1.646 -0.760 1.798
C -2.706 -1.083 2.628
C -2.797 -2.336 3.215
C -1.851 -3.310 2.887
C -0.769 -2.996 2.097
C -0.574 -1.686 1.614
C 0.631 -1.243 0.996
H -0.375 2.872 3.779
H -0.218 2.124 2.170
H -0.657 1.128 3.552
H -2.536 3.703 4.425
H -4.890 4.170 3.852
H -5.864 3.187 1.800
H -4.524 1.648 0.419
H -3.699 -1.571 0.554
H -5.342 -2.226 -1.142
H -5.503 -0.955 -3.268
H -3.924 0.885 -3.707
H -2.028 2.174 -3.122
H -0.957 1.442 -1.869
H -2.113 2.675 -1.417
H -3.487 -0.354 2.812
H -3.611 -2.563 3.895
H -1.962 -4.315 3.282
H -0.022 -3.748 1.868
H 1.409 -2.003 0.907
H 0.994 -0.298 1.424
C -0.971 -1.850 -4.538
C -0.111 -1.520 -3.331
C 0.691 -0.238 -3.545
C -0.515 -1.784 -1.933
C 0.609 -2.673 -2.576
C 1.969 -2.497 -2.071
C 2.803 -3.551 -1.862
C 2.428 -4.866 -2.181
C 1.147 -5.084 -2.691
C 0.275 -4.054 -2.905
H -1.615 -0.997 -4.758
H -1.610 -2.712 -4.370
H -0.348 -2.046 -5.415
H 0.040 0.520 -3.991
H 1.551 -0.389 -4.206
H 1.031 0.136 -2.545
H -1.448 -2.334 -1.770
H 2.295 -1.502 -1.792
H 3.786 -3.362 -1.446
H 3.118 -5.688 -2.035
H 0.845 -6.097 -2.942
H -0.712 -4.273 -3.294
C 6.271 2.281 1.188
C 5.146 1.902 0.231
C 3.727 1.939 0.830
C 3.618 1.138 2.152
C 4.086 -0.310 2.058
C 3.314 3.360 1.166
O 4.028 4.172 1.754
N 2.053 3.692 0.803
C 1.121 2.915 0.050
O 0.031 3.426 -0.163
N 1.534 1.731 -0.393
C 2.773 1.269 -0.183
O 3.168 0.273 -0.793
H 7.211 2.363 0.640
H 6.404 1.534 1.968
H 6.048 3.238 1.654
H 5.302 0.895 -0.164
H 5.162 2.597 -0.617
H 2.567 1.143 2.454
H 4.186 1.667 2.923
H 3.628 -0.801 1.203
H 3.798 -0.848 2.961
H 5.168 -0.378 1.955
H 1.738 4.624 1.045
```

Spin multiplicity = 3
Net charge = -2

Entry from OMol25: C39H44AsBBrF10N6PRuS3 as an isolated structure (ωB97M-V/def2-TZVPD).

```
107
Properties=species:S:1:pos:R:3
Ru -0.038 0.346 -0.773
C -6.093 -2.890 2.643
C -5.989 -1.452 2.145
C -5.838 -1.340 0.630
C -7.184 -0.645 2.627
N -4.720 -0.808 2.766
C -4.713 0.248 3.500
C -3.336 0.556 3.848
N -2.552 -0.297 3.293
B -0.910 -0.161 3.523
N -0.512 1.210 3.014
C 0.319 2.045 3.735
C 0.544 3.139 2.981
N -0.141 2.972 1.792
C -0.809 1.805 1.842
S -1.840 1.059 0.649
C -0.165 3.993 0.690
C 0.075 3.289 -0.655
C 0.953 5.002 0.932
C -1.525 4.687 0.711
N -0.124 -1.351 2.962
C -0.157 -2.527 3.679
C 0.693 -3.396 3.098
N 1.279 -2.755 2.032
C 0.764 -1.510 1.946
S 1.406 -0.246 0.893
C 2.427 -3.374 1.236
C 3.703 -2.601 1.564
C 2.602 -4.824 1.676
C 2.082 -3.346 -0.244
C -3.351 -1.261 2.594
S -2.846 -2.562 1.845
H -7.052 -3.275 2.297
H -6.101 -2.936 3.733
H -5.317 -3.537 2.249
H -6.711 -1.811 0.178
H -4.958 -1.854 0.254
H -5.817 -0.298 0.310
H -8.075 -1.120 2.219
H -7.180 0.381 2.254
H -7.290 -0.657 3.713
H -5.596 0.792 3.793
H -2.991 1.372 4.467
H -0.821 -0.165 4.716
H 0.693 1.778 4.708
H 1.152 3.998 3.187
H 0.746 2.410 -0.516
H 0.599 3.957 -1.337
H -0.853 2.979 -1.120
H 1.928 4.516 1.007
H 0.777 5.608 1.821
H 0.980 5.686 0.085
H -2.333 3.972 0.555
H -1.569 5.424 -0.092
H -1.676 5.210 1.655
H -0.751 -2.636 4.570
H 0.947 -4.398 3.383
H 3.925 -2.650 2.631
H 3.648 -1.557 1.262
H 4.532 -3.064 1.030
H 2.909 -4.916 2.718
H 3.401 -5.249 1.071
H 1.708 -5.422 1.494
H 1.952 -2.332 -0.615
H 1.177 -3.915 -0.447
H 2.902 -3.799 -0.801
F -0.198 3.970 -6.803
C 0.247 3.261 -5.795
C 1.609 3.131 -5.575
F 2.468 3.717 -6.379
C 2.062 2.379 -4.500
F 3.376 2.272 -4.337
C 1.192 1.747 -3.618
P 1.792 0.626 -2.314
C 2.560 -0.772 -3.132
C 3.852 -0.664 -3.661
C 4.388 -1.727 -4.363
C 3.648 -2.892 -4.546
C 2.369 -3.000 -4.020
C 1.825 -1.939 -3.312
C 3.083 1.512 -1.417
C 4.059 0.766 -0.752
C 5.048 1.410 -0.026
C 5.072 2.797 0.041
C 4.109 3.544 -0.626
C 3.116 2.905 -1.351
C -0.169 1.898 -3.871
Br -1.481 1.081 -2.770
C -0.647 2.637 -4.932
F -1.949 2.767 -5.136
H 4.438 0.235 -3.520
H 5.385 -1.648 -4.774
H 4.074 -3.716 -5.103
H 1.790 -3.903 -4.161
H 0.828 -2.022 -2.912
H 4.061 -0.315 -0.826
H 5.815 0.830 0.471
H 5.857 3.297 0.592
H 4.152 4.625 -0.606
H 2.396 3.498 -1.905
F -0.669 -1.565 -0.944
As -1.953 -2.620 -2.053
F -2.397 -3.293 -0.514
F -2.979 -1.273 -1.702
F -3.112 -3.488 -2.901
F -1.314 -1.799 -3.404
F -0.695 -3.764 -2.145
```

Spin multiplicity = 2
Net charge = +3

Entry from OMol25: C39H44AsN6O7PPbS as an isolated structure (ωB97M-V/def2-TZVPD).

```
100
Properties=species:S:1:pos:R:3
Pb -0.284 0.574 -0.411
N 1.017 2.813 0.158
C 0.169 3.704 0.956
C 0.525 5.186 0.693
C -0.513 6.290 0.943
C -1.101 6.463 2.357
N -0.200 6.132 3.463
C -0.350 5.118 4.313
N -1.220 4.155 4.087
N 0.446 5.070 5.400
C -1.322 3.331 0.683
O -2.167 3.747 1.490
O -1.560 2.602 -0.325
H 1.977 2.796 0.485
H 1.025 3.109 -0.813
H 0.350 3.462 2.006
H 0.779 5.256 -0.368
H 1.435 5.415 1.255
H -1.359 6.133 0.273
H -0.030 7.225 0.652
H -2.002 5.870 2.450
H -1.383 7.510 2.478
H 0.518 6.807 3.669
H -1.693 4.044 3.155
H -1.347 3.423 4.765
H 0.988 5.870 5.676
H 0.293 4.371 6.104
O 3.763 -0.076 0.157
C 3.412 -1.180 -0.103
O 2.043 -1.442 -0.301
C 4.187 -2.419 -0.222
C 5.568 -2.519 -0.165
C 6.137 -3.780 -0.265
C 5.343 -4.910 -0.422
C 3.958 -4.809 -0.488
C 3.391 -3.553 -0.381
P 1.673 -3.020 -0.466
C 0.982 -3.258 -2.085
C 0.132 -4.329 -2.357
C -0.342 -4.497 -3.645
C 0.052 -3.625 -4.650
C 0.926 -2.582 -4.375
C 1.401 -2.391 -3.091
C 0.757 -3.410 1.018
C 1.450 -3.177 2.211
C 0.792 -3.306 3.417
C -0.549 -3.676 3.437
C -1.220 -3.943 2.255
C -0.575 -3.808 1.035
H 6.170 -1.627 -0.052
H 7.212 -3.886 -0.220
H 5.805 -5.885 -0.495
H 3.343 -5.690 -0.617
H -0.153 -5.026 -1.579
H -1.019 -5.310 -3.867
H -0.318 -3.764 -5.657
H 1.242 -1.912 -5.164
H 2.065 -1.565 -2.876
H 2.497 -2.896 2.186
H 1.323 -3.126 4.342
H -1.069 -3.764 4.381
H -2.258 -4.241 2.281
H -1.106 -3.999 0.113
S 1.772 0.691 4.225
C 0.063 0.540 4.317
C -0.469 0.419 3.073
N 0.458 0.438 2.062
C 1.669 0.581 2.522
H -0.445 0.529 5.267
H -1.519 0.292 2.839
H 2.547 0.635 1.895
O -3.267 -0.661 2.284
C -3.233 -1.056 1.134
N -2.247 -0.781 0.210
C -2.515 -1.438 -0.954
O -1.765 -1.386 -1.930
C -3.775 -2.220 -0.804
C -4.479 -3.038 -1.664
C -5.668 -3.595 -1.193
C -6.119 -3.348 0.097
C -5.395 -2.530 0.965
C -4.230 -1.972 0.487
H -4.129 -3.234 -2.669
H -6.253 -4.227 -1.847
H -7.052 -3.783 0.428
H -5.741 -2.324 1.969
C -0.059 3.494 -3.528
As 0.312 1.649 -3.985
C 1.620 1.715 -5.416
C -1.345 0.862 -4.585
O 0.981 0.842 -2.703
H -0.462 4.022 -4.390
H 0.871 3.972 -3.220
H -0.780 3.507 -2.710
H 1.384 2.518 -6.112
H 1.656 0.768 -5.952
H 2.590 1.902 -4.959
H -1.648 1.283 -5.542
H -2.102 1.076 -3.831
H -1.231 -0.218 -4.658
```

Net charge = +2

The records above yield energy above the lowest of the compared OMol25 structures with the same formula, charge and spin values of 0.0, 63.8, 185.5, 149.7, 0.0 kJ/mol, respectively.
The records above yield strongest force on any atom values of 0.071, 0.066, 0.032, 0.014, 0.015 Eh/bohr, respectively.